# 1
This record from the Open Molecules 2025 dataset describes C45H52Br5F4N6O3P2Rb as an isolated structure. The level of theory is the ωB97M-V functional and the def2-TZVPD basis.

Structure (XYZ):
```
118
C45H52Br5F4N6O3P2Rb, DFT the ωB97M-V functional and the def2-TZVPD basis
Rb 0.48641 0.88613 -0.05973
Br -0.51688 0.07679 5.28644
Br 1.93306 -1.57944 6.85469
Br -0.24487 4.18485 -1.40100
Br 5.21236 -0.76601 2.20566
Br 4.83767 -2.01029 5.29666
P -0.73883 3.67093 1.75443
P -0.99105 -2.61662 -1.37049
F -2.08083 6.30614 -2.46699
F -4.12996 7.69990 1.50074
F -3.83387 7.88935 -1.19105
F -2.70589 5.95931 2.89988
O 2.78777 0.76626 1.35821
O 1.95187 2.50630 -2.21108
O 0.43483 1.18958 2.67070
N 0.15581 -3.91820 -1.37904
N -1.74609 -2.99439 0.11147
N -2.07021 -3.21771 -2.55479
N 3.75544 1.14315 -2.32179
N -0.55046 -1.18464 -1.58163
N 1.93459 0.92434 -3.83068
C -3.39143 -4.00439 -5.08889
C 4.23267 1.64262 -1.03069
C -2.73279 2.85889 3.45483
C 2.22412 -0.85841 5.11866
C -1.49783 5.21768 -0.43753
C 0.84321 4.53209 2.07396
C 2.42708 -0.36258 -4.29799
C 3.24591 4.40647 2.14972
C -2.25393 -4.79353 -4.41739
C 3.92829 -0.46842 -4.13451
C -1.53539 3.71605 5.79613
C -1.55705 -2.09904 1.24162
C 4.28332 -0.15703 -2.69283
C 2.64022 0.29373 2.53629
C 3.60499 -0.47175 3.19747
C -3.37072 2.66016 4.66859
C 1.35025 0.51288 3.24272
C -1.65472 5.07335 0.95203
C -2.54024 5.94490 1.57116
C 1.06581 -3.87241 -2.52099
C 2.08579 -4.97038 -0.28439
C -3.32835 -4.05091 1.64898
C 2.51700 1.55818 -2.74477
C 3.42406 -1.03947 4.47604
C -2.59429 -2.23338 -3.49382
C 3.12401 -4.17957 -1.08747
C -0.90233 3.92451 4.58134
C 2.01750 3.80180 1.91224
C 0.82737 -4.13876 -0.09101
C -2.88751 -1.55259 1.73739
C 0.91444 5.86873 2.46537
C 0.45378 0.95057 -3.84316
C -2.22280 6.15906 -1.14409
C -2.29079 -4.60741 -2.90324
C -3.12687 6.98614 -0.50022
C -2.77451 3.09606 5.84326
C -3.28107 6.88143 0.86528
C -3.79851 -2.70289 2.20904
C 2.14191 6.46945 2.69716
C 2.42806 -3.30018 -2.13858
C -2.85454 -3.92718 0.20506
C -3.80252 -2.80424 -4.22414
C 3.31103 5.73425 2.54078
C 1.20907 -0.10412 4.49462
C -1.50660 3.51550 3.39930
H 0.07329 4.39182 4.55564
H 0.00443 6.44238 2.60058
H -2.55097 -4.91588 -0.16327
H 1.81688 -5.89420 -0.80761
H -3.26085 -4.97867 -2.52737
H -2.50151 -4.43167 2.25403
H -4.83048 -2.51733 1.89502
H 2.24928 -2.29966 -1.73535
H 0.11990 0.09008 -3.23994
H 4.25806 -1.47623 -4.39505
H 2.49253 -5.25729 0.68766
H 3.05611 -3.19470 -3.02977
H -4.13014 -4.79272 1.70784
H 3.83334 -4.86452 -1.56259
H 1.99984 2.75565 1.61799
H 3.70053 -3.54770 -0.40723
H -0.91203 -1.28826 0.91028
H -4.26889 -2.03065 -4.83947
H -1.04501 4.01734 6.71347
H 5.31847 1.75807 -1.07924
H -1.28513 -4.43777 -4.77802
H 0.10260 1.87760 -3.40238
H 3.89862 -0.93579 -2.02117
H 5.36771 -0.12237 -2.55708
H 4.43258 0.23940 -4.79802
H 1.10328 -3.18826 0.39352
H 0.13198 -4.64399 0.58184
H 4.27178 6.20035 2.72680
H 1.19421 -4.87804 -2.95417
H -1.51620 -5.20527 -2.42183
H 3.96591 0.96697 -0.21120
H -3.80848 -2.75348 3.30094
H -3.25846 2.92092 6.79620
H -1.83231 -1.93468 -4.23320
H -2.31869 -5.85628 -4.66763
H 0.60605 -3.24677 -3.29278
H 0.08852 0.89497 -4.87049
H -3.06493 -3.65331 -6.07206
H 4.14684 3.81743 2.02885
H 2.18689 7.50767 3.00478
H 3.77321 2.60318 -0.82635
H 1.92408 -1.16323 -3.74240
H -4.25489 -4.65436 -5.26096
H -4.32146 2.14227 4.69858
H -2.71393 -0.83149 2.53939
H -3.70220 -3.61015 -0.42614
H -3.18189 2.48176 2.54190
H -4.54423 -3.11075 -3.48062
H -3.35164 -1.01783 0.90370
H -2.84457 -1.32455 -2.94745
H -1.03096 -2.60308 2.06583
H 2.13685 -0.46851 -5.34797
```

Values from the calculation:
**Energy**: -442910.8941 eV
**Total charge**: -2
**Molecular weight**: 1347.9 g mol⁻¹

These are the Mulliken partial charges, in e, on atoms 1 to 6: Rb 0.46; Br -0.18; Br -0.27; Br -0.05; Br -0.26; Br -0.26

=====

# 2
This record from the Open Molecules 2025 dataset describes C45H53GaGeN5O3 as an isolated structure in a non-equilibrium geometry. The level of theory is the ωB97M-V functional and the def2-TZVPD basis.

Structure (XYZ):
```
108
C45H53GaGeN5O3, DFT the ωB97M-V functional and the def2-TZVPD basis
Ge -0.52064 -1.68671 1.83229
Ga -0.70757 -1.50070 -1.06134
O -0.07359 4.46291 -2.04256
O 3.82737 1.00301 -0.67737
O -1.62612 1.54844 -3.93155
N -0.88189 -3.85082 -1.48732
N 1.29480 0.71319 -0.31246
N -3.04010 -1.89818 -1.47449
N -0.89937 0.64527 -1.10777
N -0.00879 2.60988 -0.22656
C 1.71105 5.75686 -0.99219
C -0.10235 5.34165 -3.15732
C -3.64103 -1.18452 -2.61024
C 0.85870 -1.30830 4.73081
C -1.57370 -3.19173 2.64650
C -0.78063 -4.27523 -2.89276
C 3.30340 -0.07777 -1.31170
C 0.87368 4.65586 -1.08913
C 3.34013 -2.02642 -2.69734
C -0.34270 1.11007 2.58450
C -2.03837 1.43463 -1.47950
C 1.26743 -1.14170 6.02560
C -0.75204 2.31580 3.12675
C -2.89724 1.85090 -0.45417
C 0.10772 1.31711 -0.57355
C 1.39339 -1.88874 2.36182
C -2.31085 1.83777 -2.79627
C -2.57191 0.24100 2.82292
C -4.00974 2.62698 -0.69936
C -0.54062 0.65610 -3.96907
C -4.27161 3.03719 -1.99972
C 2.61335 -1.32767 6.37600
C 4.07824 -2.21664 3.08629
C -2.21121 -4.17102 -0.96503
C 3.14000 -1.84615 4.07340
C 1.25019 -1.31122 -1.73335
C 1.97374 3.66713 0.82833
C -3.69609 -1.45710 -0.23921
C 3.68223 -2.43816 1.79686
C 2.68213 5.80361 -0.00496
C 1.91195 -0.24746 -1.14118
C -3.27747 -3.34050 -1.65694
C 1.77121 -1.66799 3.71551
C 1.97430 -2.18381 -2.54109
C 0.99538 3.61238 -0.14997
C -3.43748 2.64138 -3.02195
C 4.01480 -0.98974 -2.07092
C 2.33479 -2.27571 1.44143
C -2.97987 1.44606 3.37330
C -1.24708 0.06055 2.43604
C 5.19992 1.31520 -0.86419
C 3.52820 -1.66811 5.41994
C 0.12654 -4.53809 -0.67500
C 2.83224 4.75627 0.88720
C -2.07216 2.48523 3.51796
H 1.47809 -2.99073 -3.05642
H -3.57368 -0.11153 -2.46085
H 2.92050 -1.20254 7.40246
H -4.00324 1.57220 3.69608
H -0.81156 -0.34081 -3.59338
H -0.03367 -5.61940 -0.68107
H -3.28247 -3.56185 -2.72455
H 3.31970 6.67183 0.06475
H -0.75896 4.86901 -3.88582
H 1.60313 6.58814 -1.66997
H 0.07066 -4.17869 0.35505
H 5.84649 0.56593 -0.40071
H 5.11609 -2.33083 3.36722
H 3.89176 -2.72251 -3.31033
H -1.22494 -4.16983 2.32311
H 0.24214 -4.55359 -3.13132
H 4.56522 -1.82664 5.68107
H -1.40385 -5.15205 -3.08640
H 3.59209 4.79917 1.65218
H -3.28769 -1.99846 0.61474
H 4.39641 -2.74195 1.04437
H -3.53349 -0.39125 -0.09165
H 1.12400 -4.32780 -1.05681
H -4.69863 -1.44646 -2.71515
H 5.34669 2.27342 -0.37006
H -0.49818 6.32217 -2.88398
H -4.25681 -3.61570 -1.24884
H -3.62262 2.95095 -4.03983
H -0.18742 -1.16410 4.48916
H 0.55152 -0.86905 6.78654
H -2.44240 -5.23571 -1.09713
H -2.65152 1.55811 0.55898
H 5.44330 1.40512 -1.92549
H 2.04565 -2.46136 0.41424
H -1.08450 -3.47152 -3.56496
H -2.21457 -3.94773 0.10450
H -5.12608 3.65958 -2.21092
H -3.11401 -1.44420 -3.52848
H 0.69472 0.95712 2.30805
H -3.28428 -0.56898 2.72765
H -2.39281 3.42708 3.93745
H -4.64871 2.92070 0.11718
H -4.77363 -1.63907 -0.29039
H 2.00310 1.35673 0.03815
H 0.31859 1.02752 -3.40658
H -2.64505 -3.11863 2.47592
H 0.89436 5.45864 -3.58931
H -0.04183 3.12111 3.25175
H -0.27651 0.58038 -5.02223
H -1.39135 -3.11470 3.71747
H -0.91351 3.01288 -0.45193
H 5.08530 -0.90119 -2.17333
H 2.05385 2.87879 1.56393
```

Values from the calculation:
**Multiplicity**: 2
**Energy**: -169996.1609 eV
**Total charge**: +2
**Molecular weight**: 854.3 g mol⁻¹
**Expectation value of S²**: 0.7535

These are the Mulliken partial charges, in e, on atoms 1 to 6: Ge -0.54; Ga 0.22; O -0.30; O -0.30; O -0.49; N 0.25

=====

# 3
This record from the Open Molecules 2025 dataset describes C45H54CaN2O6PS3SbSi3 as an isolated structure in a non-equilibrium geometry. The level of theory is the ωB97M-V functional and the def2-TZVPD basis.

Structure (XYZ):
```
116
C45H54CaN2O6PS3SbSi3, DFT the ωB97M-V functional and the def2-TZVPD basis
Sb 2.05065 1.90760 -0.10233
Ca -0.52506 0.15530 -0.67948
S -0.51022 0.37970 -3.67566
S -3.18696 -1.67379 -3.20378
S -2.11312 -4.29518 -2.25621
P -2.31999 -1.34114 1.37802
Si 3.65669 2.66419 1.72582
Si 3.90229 1.25163 -1.78678
Si 1.73499 4.24453 -1.10105
O 1.00422 -5.17972 -0.68248
O 0.44460 1.66594 2.71741
O -0.21278 -0.16857 1.58335
O -2.60725 0.94587 -1.04147
O -0.87251 2.30944 -0.97996
O 1.24648 -1.03378 -0.71354
N -0.17433 -2.84132 -0.97619
N -1.05070 -1.95687 -1.58724
C -2.73613 3.26003 -5.49696
C -3.12470 3.43083 -3.14067
C -1.85889 2.20397 -5.27964
C -4.05477 -2.01353 1.14979
C -3.58298 -4.31615 -3.30976
C -6.68171 -2.73106 0.43948
C -1.97338 -2.51286 -2.25279
C -6.15221 -1.51432 0.02094
C 3.99738 1.10677 2.72643
C 3.23355 5.39470 -0.99124
C 1.85185 -3.12310 0.24844
C 2.80980 -5.26544 0.82369
C -1.78610 1.41206 4.40811
C -0.74659 -5.09560 1.96640
C -1.61852 0.62159 3.27841
C -0.04371 -3.77842 3.84173
C -2.61358 -0.28584 2.87843
C -3.77653 -0.36097 3.64979
C -5.90113 -3.58530 1.20754
C -4.84903 -1.17133 0.35680
C -0.76146 -2.69519 3.34784
C 3.68824 -4.63761 1.69143
C -1.48249 -2.79255 2.16008
C 2.73303 -2.51481 1.13762
C -0.33927 0.74723 2.47150
C 5.34149 3.44413 1.40796
C 0.92596 -2.24204 -0.52825
C -1.45657 -4.00931 1.47427
C 3.64495 -3.25722 1.86988
C 5.54429 2.18947 -1.74684
C -1.58593 1.72745 -3.98573
C -3.93869 0.43026 4.77878
C 4.39368 -0.53930 -1.51076
C -4.60525 -3.22363 1.56768
C 1.24414 4.20682 -2.90606
C -1.91943 1.87178 -1.54560
C -2.24613 2.38045 -2.92135
C 1.86747 -4.52116 0.11308
C 2.77740 3.88300 2.86369
C 0.39500 5.15359 -0.15485
C 3.30007 1.35692 -3.55865
C -0.03385 -4.98325 3.15368
C -4.35815 -3.04437 -3.01834
C -2.94188 1.31771 5.16549
C -3.37930 3.88160 -4.43109
H 2.82255 -6.34127 0.68997
H 4.70875 -0.73619 -0.47973
H 3.85094 0.63190 -4.16963
H -3.07166 1.93102 6.04972
H -7.68867 -3.01707 0.15571
H -4.75657 -3.04702 -2.00230
H -4.85175 0.35312 5.35873
H 4.41140 -5.23350 2.23719
H 6.07866 1.99137 -2.68394
H 0.54610 -5.82080 3.52530
H 5.76158 3.72925 2.37945
H -4.14174 -5.22281 -3.07182
H 1.69511 3.73379 2.81336
H 3.00507 4.91909 2.58688
H -4.56508 -1.04802 3.37165
H 0.52792 -3.67207 4.75671
H 3.45001 2.35354 -3.98483
H -4.41210 -0.25166 -0.02646
H 4.52114 0.35515 2.12236
H 2.23227 1.11937 -3.63544
H 6.16954 1.84603 -0.91775
H 2.99271 6.34016 -1.49374
H 0.64956 5.24817 0.90716
H 5.21752 -0.80465 -2.18375
H -1.35979 1.72020 -6.11227
H -2.91832 3.60531 -6.50999
H 4.12027 4.96701 -1.47180
H 3.53975 -1.19122 -1.71678
H 5.41842 3.27178 -1.64418
H -4.02425 -3.89552 2.18709
H -4.06565 4.70295 -4.60199
H -0.54512 4.60050 -0.22938
H -0.71777 -6.01876 1.39756
H 4.59832 1.31490 3.61969
H -3.26955 -4.34049 -4.35313
H -1.96685 -4.09780 0.52332
H 3.48937 5.61591 0.05218
H -3.61217 3.90146 -2.29160
H -0.98652 2.09544 4.66655
H 0.71163 5.13033 -3.16179
H 5.26677 4.34133 0.78497
H 3.03775 0.67752 3.03845
H 4.31593 -2.76786 2.56520
H -6.29973 -4.54217 1.52693
H 3.09103 3.72313 3.90130
H 0.57829 3.36199 -3.11471
H -0.73731 -1.75629 3.88598
H 2.11806 4.11616 -3.55762
H -5.16392 -2.87278 -3.73463
H 0.34727 -4.49560 -0.99016
H -6.74906 -0.84066 -0.58430
H 6.03293 2.75569 0.91817
H 0.25681 6.15696 -0.57398
H 2.67318 -1.43619 1.23729
```

Values from the calculation:
**Energy**: -153221.6631 eV
**Total charge**: -2
**Molecular weight**: 1092.2 g mol⁻¹

These are the Mulliken partial charges, in e, on atoms 1 to 6: Sb -1.06; Ca 0.71; S -0.35; S 0.07; S -0.20; P 2.54

=====

# 4
This record from the Open Molecules 2025 dataset describes C45H54ClGe2IN3OTi as an isolated structure in a non-equilibrium geometry. The level of theory is the ωB97M-V functional and the def2-TZVPD basis.

Structure (XYZ):
```
108
C45H54ClGe2IN3OTi, DFT the ωB97M-V functional and the def2-TZVPD basis
I 4.65629 0.71557 0.46216
Ge -1.27713 1.61261 -1.03686
Ge -1.18815 -1.41226 -0.51626
Ti 0.76533 0.32575 0.09051
Cl 6.76325 -4.31876 -0.78308
O 1.94188 -1.02850 0.08699
N 0.55486 0.77597 1.97273
N 1.66434 -3.59947 -0.93698
N 1.58249 2.19611 -0.04364
C 5.45121 -2.06488 -0.21557
C 2.62792 -5.70106 -1.58494
C 1.45658 2.30466 3.68830
C 1.54625 -4.81513 -1.40327
C 2.25894 0.63642 -2.44788
C 0.07887 -0.11497 3.01324
C -1.28781 -0.08503 3.32133
C 4.29483 -1.27343 -0.02156
C -1.75775 -0.94918 4.30031
C -3.03678 3.47207 0.39647
C 2.96023 3.58231 1.55600
C -0.99051 2.32434 -2.84324
C 0.44119 -1.84670 4.61494
C 0.96174 -0.98438 3.65297
C -0.98017 -2.66320 0.96976
C 5.33481 -3.36398 -0.58573
C 4.05749 -3.93324 -0.83173
C -0.90172 -1.83146 4.94127
C -6.72100 -2.71070 -0.27840
C 3.07485 4.16292 -3.46456
C -4.39397 -2.72486 -0.87889
C 1.34168 5.20293 -0.28960
C -1.62989 -2.75749 -3.12974
C 1.89842 2.58121 1.20365
C -5.60981 -3.38348 -0.76516
C 1.28961 1.85758 2.27450
C 2.43886 -1.01863 3.37771
C 2.56259 4.90149 -2.41744
C -5.38986 -0.72368 -0.02790
C -0.70806 -1.78718 -2.38938
C 2.97832 2.78161 -3.42635
C 2.44445 2.13186 -2.32531
C 2.02255 4.29376 -1.28632
C -2.95626 0.64218 -1.06339
C -2.09371 3.33831 -3.16361
C 3.87936 -5.25803 -1.29239
C -2.98471 -0.63250 -0.67737
C 2.90514 -3.13659 -0.64649
C -2.24373 0.85843 2.64594
C 2.05167 2.89168 -1.20805
C -4.26299 -1.38275 -0.52492
C -1.55663 3.15417 0.17094
C -6.60581 -1.37801 0.09273
C -1.66942 -4.02395 0.84066
C 3.03668 -1.78600 -0.18135
H 6.42959 -1.63129 -0.06739
H -1.32592 -2.84339 -4.17507
H 0.61707 5.82250 -0.82006
H 1.49306 0.22373 -1.79319
H 3.29641 2.19274 -4.27850
H -2.66549 -2.42024 -3.12109
H -1.05748 2.98088 1.12583
H 0.54370 -5.13557 -1.66550
H 1.32750 3.38466 3.76219
H -5.68802 -4.42399 -1.05337
H -3.87839 1.13618 -1.37751
H -7.67096 -3.22094 -0.18925
H -0.76838 -0.80091 -2.85792
H -2.03431 0.97197 1.58566
H -2.75356 -3.93892 0.85116
H 0.73796 1.81352 4.33921
H -3.26563 0.49272 2.73957
H -3.09255 2.91319 -3.04991
H 2.99635 -0.68299 4.25554
H -3.54208 -3.26162 -1.27200
H -1.28354 -2.50617 5.69605
H 3.49760 4.65785 -4.32840
H 4.74268 -5.89643 -1.41756
H -3.52067 3.81132 -0.52024
H -3.16076 4.26105 1.14212
H -7.46497 -0.84839 0.48382
H 0.80373 4.67298 0.48931
H -1.60319 -3.76261 -2.70164
H -0.00689 2.78549 -2.93273
H 1.90198 0.39608 -3.44829
H 1.11395 -2.53294 5.11583
H -2.03279 4.21573 -2.51712
H 2.55396 4.49369 1.99572
H 2.55149 5.98362 -2.47363
H -1.38647 -4.55862 -0.06614
H -1.04483 3.99341 -0.30297
H 2.45447 -6.70287 -1.95236
H 2.73282 -0.39374 2.54297
H -1.01721 1.48519 -3.54230
H -5.30289 0.31119 0.28242
H -2.00679 3.68707 -4.19450
H -2.81227 -0.93573 4.54726
H 3.54369 3.85839 0.68112
H -3.58806 2.59900 0.74851
H 0.09332 -2.78661 1.10650
H 3.63223 3.14052 2.29373
H 2.05260 5.88004 0.18571
H 3.17540 0.07883 -2.25185
H -2.20246 1.85400 3.09773
H -1.38409 -4.64959 1.68967
H -1.35799 -2.13377 1.84491
H 2.76369 -2.03768 3.15972
H 2.45940 2.06994 4.05782
H 0.32712 -2.11693 -2.43524
```

Values from the calculation:
**Energy**: -210824.5242 eV
**Total charge**: +1
**Molecular weight**: 1008.4 g mol⁻¹

These are the Mulliken partial charges, in e, on atoms 1 to 6: I 0.26; Ge 1.37; Ge 1.15; Ti -2.48; Cl -0.24; O -0.33